Formula: C5H8O
Source: OMol25
Level of theory: ωB97M-V with the def2-TZVPD basis set

Output
E_tot ... -7361.0746 eV
HOMO-LUMO gap ... 10.864 eV
SMILES ... O=CC1CCC1

```
14
Properties=species:S:1:pos:R:3:forces:R:3
O -1.489748 1.588939 -1.376520 -0.12 -0.13 0.46
C -1.512412 1.176341 -0.239866 0.02 0.05 -0.25
C -0.327672 0.529810 0.428684 -0.04 0.17 -0.06
C 0.950904 0.490916 -0.423994 0.12 0.12 -0.09
C 1.145920 -0.991102 -0.044614 0.13 -0.13 -0.02
C -0.316165 -1.032116 0.458228 -0.15 -0.15 0.04
H -2.449205 1.243897 0.352532 0.08 -0.04 -0.01
H -0.191695 0.944569 1.435403 -0.04 -0.04 -0.18
H 0.674075 0.623409 -1.473143 0.14 -0.03 0.12
H 1.745672 1.198240 -0.173669 -0.10 -0.13 -0.02
H 1.405595 -1.679202 -0.854715 -0.03 0.11 0.16
H 1.864931 -1.120260 0.770039 -0.12 0.01 -0.10
H -0.998996 -1.461727 -0.282042 0.10 0.09 0.08
H -0.501203 -1.511713 1.423677 0.01 0.11 -0.16
```
Positions in Å, forces in eV/Å.

Atom charges from the Löwdin analysis, given in e for atoms 1 to 2:
1 O 0.048
2 C -0.229